[1]
9 unconnected molecules or ions with the total composition C44H98N6O7 in a non-equilibrium geometry. Source: the Open Molecules 2025 dataset; level of theory: wB97M-V/def2-TZVPD.

Computed properties:
Highest occupied orbital energy ... -8.14 eV
LUMO level ... 0.0131 Eh
2S+1 ... 1
SMILES string ... CCN(CC)CC.CCN(CC)CC.CCN(CC)CC.CCN(CC)CC.CCN(CC)CC.O=C1CCCO1.O=C1CCCO1.O=C1CCCO1.CC(N)=O

Each line ends with the Mulliken charge.
Geometry (Å):
1 O 10.416382 -7.036181 -3.492957  -0.382
2 O 5.214948 -3.694147 0.180576  -0.323
3 O 6.583203 -1.949236 0.246275  -0.632
4 O 11.996751 0.699910 -1.485459  -0.599
5 O 7.401814 0.383887 3.902283  -0.607
6 O 10.080013 0.508142 -0.354327  -0.360
7 O 8.703493 -5.862250 -2.651293  -0.222
8 N 2.449153 -7.571134 2.548174  0.907
9 N 6.937250 -1.753476 3.296007  -0.087
10 N 6.720860 -0.543524 -4.225275  0.533
11 N 3.583544 -9.176717 -4.880779  0.089
12 N 2.191401 -3.534492 4.387600  0.074
13 N 8.387842 -7.810259 1.274377  -0.081
14 C 6.198054 0.204394 -5.342441  -0.291
15 C 2.976326 -10.128313 -5.795430  -0.424
16 C 7.056172 0.236711 -3.039907  0.119
17 C 7.626584 -1.603095 -4.581567  0.326
18 C 5.814936 -4.685223 -1.872582  0.256
19 C 7.371900 -1.249939 5.647764  -1.078
20 C 1.720767 -5.814543 0.934817  -0.760
21 C 11.544929 -1.310912 -0.135623  -0.069
22 C 1.858996 -5.060600 6.327827  -1.445
23 C 4.699306 -6.985722 -4.712206  -1.254
24 C 6.156424 -2.886430 -0.363501  0.130
25 C 6.488846 -3.300820 -1.789322  -0.012
26 C 8.628638 -7.927931 -0.168856  0.085
27 C 7.122805 -8.933541 3.152134  -1.492
28 C 9.742359 -5.892335 -3.243572  0.196
29 C 10.459618 -1.421667 0.910816  -0.297
30 C 7.243044 -0.775180 4.217571  0.719
31 C 3.316847 -8.800128 4.540358  -1.215
32 C 3.183110 -3.203588 3.350930  0.113
33 C 4.750403 -4.631577 -0.787855  0.809
34 C 1.562201 -2.379686 4.995578  -0.635
35 C 9.363433 -0.537558 0.298482  0.448
36 C 8.339181 -5.333117 1.129968  -1.448
37 C 3.943908 -8.547030 0.814334  0.529
38 C 3.806798 -7.881051 -5.530332  -0.514
39 C 7.577864 -6.609198 1.522683  -0.229
40 C 8.209711 1.228216 -3.171602  -1.142
41 C 8.939328 -1.237496 -5.305334  -1.587
42 C 11.420013 -5.402651 -4.815960  -0.815
43 C 2.529665 -1.361866 5.643017  -0.869
44 C 2.629592 -8.644326 1.547267  -1.537
45 C 2.683369 -8.946573 -3.730980  -0.549
46 C 2.818183 -4.469109 5.302483  -0.429
47 C 10.516748 -4.722402 -3.813348  0.638
48 C 5.201449 1.302275 -5.019359  -1.374
49 C 11.311311 0.062736 -0.746900  0.420
50 C 1.433654 -6.598036 2.200234  -0.196
51 C 2.827777 -9.987587 -2.611164  -1.097
52 C 7.831748 -9.054065 1.806607  -0.286
53 C 11.646372 -6.782040 -4.187029  -0.478
54 C 2.157031 -8.071352 3.896557  -0.357
55 C 2.834922 -2.060978 2.400300  -1.585
56 C 9.314513 -9.205123 -0.667042  -1.433
57 C 3.968290 -10.682581 -6.807473  -1.315
58 H 5.390064 -7.563370 -4.092907  0.335
59 H 6.601351 -5.384425 -1.595637  -0.601
60 H 9.833400 -4.038312 -4.319653  -0.316
61 H 10.986906 -4.137387 -3.022607  0.026
62 H 8.862629 -1.141503 -0.459757  -0.451
63 H 2.372998 -5.629367 7.102593  0.390
64 H 5.686278 -0.505548 -6.009039  0.366
65 H 7.264316 -0.447490 -2.209536  -0.640
66 H 1.477766 -5.785356 2.945894  -0.005
67 H 7.126406 -9.506131 1.085796  0.386
68 H 8.687686 -0.236917 1.090946  0.326
69 H 11.691277 -7.501993 -5.002933  0.342
70 H 6.139374 0.738371 -2.725440  0.538
71 H 2.148424 -0.339726 5.578136  0.370
72 H 9.291954 -7.134936 -0.497569  0.001
73 H 7.401621 -6.604225 2.596543  0.576
74 H 4.927803 -10.832070 -6.315450  0.335
75 H 10.746490 -1.073707 1.905452  0.346
76 H 7.997814 2.023098 -3.890412  0.300
77 H 6.626697 -9.901086 3.322677  0.413
78 H 8.151532 -2.008165 5.712412  0.305
79 H 1.136066 -5.702276 5.827571  0.260
80 H 5.651526 2.060306 -4.372626  0.294
81 H 0.392024 -6.951156 2.269522  0.255
82 H 6.976444 0.649287 -5.988163  0.293
83 H 2.830659 -7.417420 -5.763744  0.264
84 H 7.648568 -0.430721 6.306510  0.326
85 H 2.034138 -9.766428 -6.233909  0.398
86 H 8.997373 -10.102384 -0.134099  0.429
87 H 4.255052 -8.010646 -6.518813  0.382
88 H 6.212936 -2.421775 3.493970  0.201
89 H 10.927168 -5.577326 -5.776868  0.290
90 H 9.159921 -9.320349 -1.737499  0.384
91 H 2.164128 -9.661749 -1.811926  0.218
92 H 7.031334 -1.428653 2.344696  0.102
93 H 1.772080 -1.842001 2.313833  0.429
94 H 11.463345 -2.058182 -0.931713  -0.196
95 H 2.515378 -9.579287 2.103114  0.567
96 H 0.969128 -1.868778 4.241829  0.404
97 H 7.646520 -7.852237 -0.673432  0.180
98 H 4.991665 1.838953 -5.945427  0.439
99 H 3.270322 -1.114788 2.744627  0.330
100 H 7.885830 -4.937589 0.217399  0.207
101 H 3.594526 -9.656189 3.919135  0.311
102 H 9.178864 -1.933684 -6.117975  0.262
103 H 2.709242 -1.546015 6.704971  0.309
104 H 4.106260 -9.417210 0.173779  0.349
105 H 9.355817 -5.615021 0.872169  0.576
106 H 1.647329 -9.026224 -4.103223  0.234
107 H 6.251619 -8.277717 3.188857  0.168
108 H 4.282106 0.955820 -4.552007  0.299
109 H 6.613347 -6.738671 0.999017  -0.057
110 H 7.050490 -2.369022 -5.116922  0.483
111 H 8.649147 -9.759980 1.961538  0.402
112 H 4.131941 -2.989929 3.865585  0.111
113 H 1.383975 -4.233661 6.850898  0.432
114 H 3.269099 -4.097293 2.729813  -0.008
115 H 3.868096 -10.080252 -2.300375  0.250
116 H 2.717519 -5.388628 0.837900  -0.262
117 H 3.975386 -7.644821 0.203186  -0.342
118 H 7.566022 -3.240072 -1.904295  0.232
119 H 0.890077 -2.650548 5.805775  0.524
120 H 4.160236 -6.318978 -4.038709  0.263
121 H 9.124191 0.739045 -3.507524  0.169
122 H 4.789996 -8.501679 1.502441  -0.394
123 H 3.576855 -11.579136 -7.278706  0.427
124 H 5.465777 -4.858265 -2.885293  0.311
125 H 3.300311 -5.238858 4.691057  0.533
126 H 1.609519 -6.440691 0.028174  0.284
127 H 12.516742 -6.888478 -3.545068  0.275
128 H 8.422605 1.673471 -2.199255  0.440
129 H 2.731580 -11.007090 -5.186275  0.269
130 H 3.294667 -2.204675 1.424013  0.266
131 H 4.175337 -9.939868 -7.586605  0.301
132 H 5.356870 -6.379415 -5.339380  0.534
133 H 1.787719 -8.654239 0.842155  0.340
134 H 1.854716 -7.157459 4.406072  -0.021
135 H 2.549000 -10.970263 -2.993271  0.410
136 H 3.727680 -4.460336 -1.133161  0.311
137 H 12.583133 -1.391302 0.187141  0.359
138 H 8.876359 -0.258215 -5.775751  0.437
139 H 4.180826 -8.162052 4.718784  0.185
140 H 4.690628 -5.652534 -0.398467  -0.650
141 H 7.801766 -8.790038 3.989823  0.429
142 H 6.415401 -1.636304 6.007731  0.241
143 H 2.813671 -7.950168 -3.316207  0.445
144 H 6.014237 -2.558779 -2.438296  0.292
145 H 1.272231 -8.734259 3.866274  0.388
146 H 3.022485 -9.261647 5.486416  0.496
147 H 3.667287 -4.021133 5.860484  0.281
148 H 9.802538 -1.301389 -4.642120  0.398
149 H 8.308573 -4.569992 1.903212  0.290
150 H 12.309784 -4.868426 -5.154477  0.420
151 H 10.155465 -2.457939 1.078206  0.004
152 H 7.910171 -2.117711 -3.663659  -0.577
153 H 3.513667 -1.334717 5.169121  0.040
154 H 1.013093 -5.023769 0.671312  0.529
155 H 10.397907 -9.155831 -0.516206  0.320

Forces on atoms 1 to 6 (eV/Å):
O -0.03 -0.18 0.43
O -0.27 -0.15 -0.13
O 0.27 0.14 0.25
O 0.26 -0.01 0.00
O 0.53 0.06 -0.21
O 0.03 0.33 0.06

[2]
5 unconnected molecules or ions with the total composition CH8F12N2O4P2 in a non-equilibrium geometry. Source: the Open Molecules 2025 dataset; level of theory: wB97M-V/def2-TZVPD.

Computed properties:
Highest occupied orbital energy (spin up / spin down) ... -8.95 / -8.95 eV
⟨S²⟩ ... 0.7568
LUMO level (spin up / spin down) ... 0.0368 / -0.1216 Eh
Net charge ... -1
2S+1 ... 2

Each line ends with the Löwdin spin population.
Geometry (Å):
1 P 8.239240 8.813460 7.430180  0.000
2 P 10.667150 6.118510 12.400650  0.000
3 F 7.474910 8.154260 6.110240  0.000
4 F 10.793890 5.893750 13.992600  0.000
5 F 9.036620 5.829640 12.468080  0.000
6 F 10.534950 6.185250 10.773220  0.000
7 F 6.818390 9.362050 8.052110  0.000
8 F 9.680650 8.303550 6.821910  0.000
9 F 8.437540 10.266840 6.632870  0.000
10 F 8.880850 9.502910 8.784390  0.000
11 F 12.190020 6.647240 12.292590  0.000
12 F 10.166400 7.642410 12.500180  0.000
13 F 11.008870 4.516760 12.156300  0.000
14 F 8.150930 7.408960 8.277060  0.000
15 O 13.034140 9.052590 8.344720  0.000
16 O 10.866760 12.254870 13.367910  0.333
17 O 12.618970 11.369650 12.508260  0.390
18 O 11.000160 11.831800 11.324910  0.323
19 N 11.496440 11.842550 12.404580  -0.043
20 N 11.043190 9.015190 10.110110  -0.001
21 C 13.925830 10.210280 8.405750  0.000
22 H 11.054140 9.867070 10.652590  -0.001
23 H 13.373250 8.351050 7.783970  0.000
24 H 13.706390 11.051240 9.063560  0.000
25 H 10.192520 8.908250 9.576240  0.000
26 H 11.859390 9.117730 9.524110  0.000
27 H 11.191480 8.278510 10.784960  0.000
28 H 13.961030 10.602680 7.389440  0.000
29 H 14.889600 9.837060 8.752090  0.000

Forces on atoms 1 to 6 (eV/Å):
P -1.40 -0.21 -1.03
P -2.50 -2.33 -0.80
F 0.61 0.70 1.45
F 0.18 0.54 -0.48
F 0.87 -1.09 0.21
F 0.34 0.70 -0.15

[3]
7 unconnected molecules or ions with the total composition C28H38F7O27P. Source: the Open Molecules 2025 dataset; level of theory: wB97M-V/def2-TZVPD.

Computed properties:
Highest occupied orbital energy ... -9.84 eV
LUMO level ... 0.0080 Eh
Energy relative to the best compared isomer or geometry (same formula, charge and spin) ... 0.0 kcal/mol
2S+1 ... 1
SMILES string ... CO[C@@H](CO[C@H](COCOCCO)P(=O)(O)O)CC(=O)F.O=C1OC[C@@H](F)O1.O=C1OC[C@@H](F)O1.O=C1OC[C@@H](F)O1.O=C1OC[C@@H](F)O1.O=C1OC[C@@H](F)O1.O=C1OC[C@@H](F)O1

Each line ends with the Mulliken charge.
Geometry (Å):
1 P 3.306387 3.167752 -4.165809  0.612
2 F 2.087466 7.551020 -2.412260  -0.322
3 F -2.221120 -6.099271 7.277080  -0.301
4 F -0.987318 3.538007 8.944834  -0.277
5 F -2.182564 -1.911604 7.880238  -0.282
6 F 2.620671 -2.596575 -2.652005  -0.218
7 F -0.444838 -2.096068 2.475408  -0.328
8 F 5.955388 -3.002412 1.819098  -0.275
9 O -1.821376 5.900792 -1.109678  -0.515
10 O -1.289812 7.117478 -2.930205  -0.320
11 O -1.666467 2.980545 -5.563335  -0.242
12 O 2.112951 3.746711 -3.270692  -0.455
13 O 4.760512 -2.142359 -2.533660  -0.589
14 O -4.229579 -6.865562 6.577524  -0.358
15 O 4.386450 2.551162 -3.387451  -0.709
16 O -2.532089 -2.826573 5.847765  -0.167
17 O -0.891053 -3.376039 -0.684849  -0.314
18 O -2.296509 -1.045056 4.545276  -0.373
19 O -2.565474 2.284849 7.928578  -0.261
20 O 6.585946 -7.287131 0.861976  -0.503
21 O 2.002839 -2.051586 -5.464258  -0.498
22 O -0.431511 -1.446140 0.317095  -0.296
23 O 3.727297 4.417569 -5.059759  -0.548
24 O 0.483750 3.250713 -5.954397  -0.174
25 O -3.978130 3.979092 -4.535828  -0.507
26 O 0.328464 6.403367 -1.582372  -0.336
27 O -4.303300 0.865308 7.722134  -0.514
28 O 5.594321 -5.660171 -0.340311  -0.331
29 O 6.630381 -5.140182 1.558404  -0.323
30 O 3.486655 1.200963 -5.843349  -0.515
31 O -5.585700 -5.636705 7.843910  -0.338
32 O -0.222550 -1.618557 -1.920009  -0.566
33 O -3.069538 -2.967863 3.665134  -0.539
34 O -6.435499 -7.344893 6.644778  -0.494
35 O -4.089437 2.173027 9.543109  -0.338
36 C 0.788668 -1.530233 -4.944502  -0.270
37 C -5.516170 -6.686403 6.989329  0.605
38 C -3.045661 3.017048 10.038558  -0.427
39 C 3.388113 -0.708920 -3.895207  0.003
40 C -0.942581 -3.636915 0.722787  -0.446
41 C -0.487323 -2.102796 -0.869618  0.550
42 C -2.318946 3.403058 8.763828  0.303
43 C 0.977491 6.851622 -2.756490  0.805
44 C -2.870501 2.267436 -5.756525  -0.505
45 C -0.083927 7.724837 -3.396755  -0.437
46 C -3.813490 2.578136 -4.619881  -0.493
47 C -2.672362 -2.331873 4.585169  0.630
48 C 3.709921 -1.846354 -2.973995  -0.043
49 C 3.029147 -0.040488 -6.346864  -0.680
50 C -0.593503 2.404347 -6.219387  0.181
51 C -3.482537 -5.723648 6.950144  0.584
52 C -1.087854 -2.240497 1.292217  0.482
53 C -1.754522 -1.906340 6.594807  0.244
54 C 6.294358 -6.151086 0.705940  0.668
55 C -4.257546 -5.205221 8.144245  -0.334
56 C 3.118662 -1.205238 -5.326428  -0.001
57 C 1.714347 2.770814 -6.459672  -1.033
58 C -3.718652 1.689087 8.342403  0.682
59 C 6.378525 -3.910967 0.906510  0.328
60 C -2.037615 -0.597785 5.886073  -0.254
61 C 5.302155 -4.279989 -0.092892  -0.036
62 C 2.477197 2.045733 -5.343031  1.474
63 C -1.016727 6.421573 -1.803191  0.669
64 H 1.572085 2.094367 -7.308675  0.404
65 H -0.777017 2.339586 -7.305479  0.200
66 H 2.570782 -0.113297 -3.486910  0.127
67 H 0.000745 -4.082862 1.041375  0.276
68 H 4.315543 -4.196178 0.366676  0.176
69 H -2.117267 -1.901342 1.404848  0.275
70 H -4.771223 2.082234 -4.820340  0.341
71 H -2.699041 4.300462 8.273271  0.279
72 H -4.223893 -4.125399 8.255692  0.196
73 H -2.928135 -0.117485 6.290420  0.208
74 H -2.678720 1.186185 -5.759330  0.382
75 H 2.266278 3.639879 -6.812048  0.351
76 H -0.059842 7.727998 -4.482026  0.295
77 H -1.770420 -4.297132 0.960032  0.256
78 H -3.323332 2.534263 -6.718406  0.308
79 H 5.333628 -3.702223 -1.010199  0.057
80 H 4.597529 4.730645 -4.775947  0.343
81 H -0.016936 8.744929 -3.014455  0.267
82 H -1.203513 0.097516 5.895208  0.290
83 H 0.625993 -1.828353 -3.911792  0.140
84 H 1.999271 0.021561 -6.711067  0.312
85 H -3.467743 3.855910 10.582475  0.263
86 H 4.271032 -0.071932 -3.920242  0.618
87 H 0.756479 -0.435721 -5.009718  -0.070
88 H -3.914278 -5.690524 9.059585  0.293
89 H -0.712363 -2.228848 6.575181  0.255
90 H -0.021612 -1.921375 -5.560600  0.395
91 H -0.401089 1.387388 -5.827924  -0.089
92 H 3.972157 -1.829623 -5.599401  0.586
93 H 1.733130 1.512674 -4.732217  -0.323
94 H 1.275863 5.985557 -3.347274  -0.105
95 H -2.387915 2.437980 10.688171  0.284
96 H 3.659819 -0.278592 -7.202780  0.333
97 H -3.435640 -5.033675 6.109863  0.165
98 H 2.128142 3.275569 -2.425548  0.297
99 H 7.306711 -3.547772 0.462184  0.285
100 H -3.404311 2.166357 -3.691542  0.300
101 H -4.375181 4.198727 -3.690750  0.296

Forces on atoms 1 to 6 (eV/Å):
P 0.07 -0.21 -0.01
F -0.02 0.08 0.06
F 0.01 -0.06 0.05
F 0.05 -0.08 0.04
F -0.09 0.01 0.00
F 0.20 0.23 -0.05

| no. | E (eV) |
| --- | --- |
| 1 | -70489.553 |
| 2 | -63532.914 |
| 3 | -113247.725 |